(1)
{
  "formula": "C6H12O2",
  "method": "ωB97M-V/def2-TZVPD",
  "species": ["C", "O", "C", "C", "C", "C", "C", "O", "H", "H", "H", "H", "H", "H", "H", "H", "H", "H", "H", "H"],
  "coordinates": [[0.655, 2.269, -1.670], [-0.274, 1.345, -1.103], [0.137, 0.642, -0.017], [0.701, 1.496, 1.103], [-0.029, -0.700, -0.015], [-0.639, -1.439, -1.206], [0.243, -1.589, 1.171], [-0.901, -2.194, 1.716], [0.884, 3.076, -0.962], [1.564, 1.705, -1.960], [0.174, 2.670, -2.572], [0.809, 0.882, 2.005], [0.052, 2.366, 1.288], [1.711, 1.863, 0.845], [-1.028, -0.756, -1.994], [-1.478, -2.033, -0.814], [0.097, -2.140, -1.646], [0.951, -2.366, 0.897], [0.794, -1.051, 1.953], [-1.543, -1.496, 1.863]],
  "forces_ev_per_angstrom": [[0.0, -0.5, -0.1], [-0.4, 0.4, -0.7], [0.3, -0.7, 0.7], [0.2, -0.4, -0.1], [-0.4, 0.4, -0.5], [-0.1, 0.4, 0.0], [1.2, 0.9, 0.2], [-0.4, -0.4, 0.0], [0.1, -0.1, -0.3], [-0.2, 0.5, 0.1], [0.2, -0.1, 0.4], [-0.1, 0.4, -0.1], [0.2, -0.3, 0.0], [-0.4, -0.1, 0.1], [0.4, -0.5, 0.6], [0.2, 0.0, -0.3], [-0.3, 0.3, 0.2], [-0.2, -0.5, -0.3], [-0.2, 0.1, 0.0], [-0.2, 0.1, 0.1]],
  "homo_lumo_gap_ev": 9.4,
  "de_lowest_kj_mol": 190.5,
  "multiplicity": 1,
  "smiles": "CO/C(C)=C(\\C)CO",
  "total_energy_ha": -386.2476
}

***

(2)
{
  "formula": "C4H7N3O",
  "method": "ωB97M-V/def2-TZVPD",
  "species": ["H", "N", "C", "N", "O", "C", "C", "C", "N", "H", "H", "H", "H", "H", "H"],
  "coordinates": [[0.948, -1.454, -1.956], [0.232, -0.728, -2.222], [-0.004, -0.010, -1.237], [-0.999, 0.948, -1.307], [-1.676, 1.141, -0.072], [-0.654, 0.850, 0.783], [-0.630, -0.572, 1.204], [0.387, -0.084, 0.263], [1.783, -0.422, 0.557], [-1.532, 1.089, -2.433], [-0.517, 1.597, 1.674], [-0.332, -0.523, 2.354], [-1.410, -1.301, 0.879], [2.470, 0.285, 0.120], [1.934, -0.817, 1.395]],
  "forces_ev_per_angstrom": [[-0.7, 1.1, -0.5], [2.2, -2.0, -1.0], [-2.3, -0.3, 2.2], [-1.0, 1.3, -5.6], [0.1, 0.7, -2.0], [0.1, 1.8, 5.0], [-0.7, -1.2, 2.6], [1.8, -0.6, -1.1], [-0.9, 4.2, -5.8], [1.6, -0.8, 5.2], [-0.1, -1.1, -2.1], [-0.4, -1.0, -2.7], [0.6, 0.8, 0.5], [-1.3, -1.8, 1.6], [0.9, -1.2, 3.5]],
  "homo_lumo_gap_ev": 9.4,
  "de_lowest_kj_mol": 564.7,
  "multiplicity": 1,
  "smiles": "[H]/N=C1/NO[C@H]2C[C@@]12N",
  "total_energy_ha": -395.9333
}

***

(3)
{
  "formula": "C3H12NO3",
  "method": "ωB97M-V/def2-TZVPD",
  "species": ["C", "O", "C", "C", "O", "N", "H", "H", "H", "H", "H", "H", "H", "H", "H", "H", "H", "H", "O"],
  "coordinates": [[0.674, 1.285, 0.205], [0.468, 2.041, 1.297], [-0.647, 0.488, 0.057], [-0.576, -0.681, -1.045], [-1.792, -1.297, -0.895], [-0.940, -0.327, 1.301], [1.320, 0.563, 0.557], [1.174, 1.708, -0.641], [0.470, 3.065, 1.358], [-1.690, 1.116, -0.247], [-0.526, -0.205, -1.899], [0.283, -1.462, -0.940], [-2.393, -1.105, -1.593], [-1.138, 0.194, 2.152], [-1.838, -0.985, 1.078], [-0.075, -1.005, 1.477], [2.846, -1.157, -1.639], [3.142, -1.257, -0.276], [2.360, -1.211, -0.877]],
  "forces_ev_per_angstrom": [[-2.2, -0.9, -0.2], [-0.4, 4.8, 3.6], [-1.4, -0.3, -3.0], [1.1, -1.2, 5.0], [-1.2, -1.8, 0.8], [-0.1, -2.8, -0.1], [1.9, -1.9, 0.3], [-0.5, 0.5, -0.9], [0.2, -2.8, -1.1], [3.1, -1.5, 1.2], [0.7, 2.2, -4.7], [-1.5, 1.7, 0.1], [-0.7, 0.2, -0.9], [0.2, 0.3, 0.0], [2.6, 1.8, 0.2], [-2.3, 1.7, -0.3], [1.4, 0.2, -3.8], [-1.1, -0.1, 0.1], [0.1, -0.2, 3.7]],
  "homo_lumo_gap_ev": 10.9,
  "charge": 1,
  "de_lowest_kj_mol": 264.6,
  "multiplicity": 1,
  "total_energy_ha": -401.6482
}

***

(4)
{
  "formula": "C41H90O14",
  "method": "ωB97M-V/def2-TZVPD",
  "species": ["C", "C", "C", "O", "C", "H", "H", "H", "H", "H", "H", "H", "H", "C", "C", "C", "O", "C", "H", "H", "H", "H", "H", "H", "H", "H", "C", "C", "C", "O", "C", "H", "H", "H", "H", "H", "H", "H", "H", "C", "C", "C", "O", "C", "H", "H", "H", "H", "H", "H", "H", "H", "C", "C", "C", "O", "C", "H", "H", "H", "H", "H", "H", "H", "H", "C", "C", "C", "O", "C", "H", "H", "H", "H", "H", "H", "H", "H", "C", "C", "C", "O", "C", "H", "H", "H", "H", "H", "H", "H", "H", "C", "O", "C", "C", "O", "C", "H", "H", "H", "H", "H", "H", "H", "H", "H", "H", "C", "O", "C", "C", "O", "C", "H", "H", "H", "H", "H", "H", "H", "H", "H", "H", "C", "O", "C", "C", "O", "C", "H", "H", "H", "H", "H", "H", "H", "H", "H", "H", "C", "O", "H", "H", "H", "H"],
  "coordinates": [[27.640, 0.701, -5.812], [28.585, -0.427, -6.399], [27.647, -1.629, -6.574], [26.339, -1.025, -6.763], [26.442, 0.452, -6.700], [28.073, 1.688, -5.976], [27.490, 0.632, -4.735], [29.389, -0.710, -5.719], [28.946, -0.184, -7.398], [27.502, -2.297, -5.725], [27.753, -2.334, -7.398], [25.530, 0.851, -6.256], [26.620, 0.853, -7.697], [33.863, 3.246, -8.199], [33.543, 2.201, -7.099], [33.636, 2.910, -5.742], [33.642, 4.223, -6.045], [34.337, 4.405, -7.298], [33.058, 3.447, -8.905], [34.712, 2.907, -8.793], [34.326, 1.445, -7.046], [32.499, 1.896, -7.179], [34.567, 2.525, -5.326], [32.922, 2.712, -4.943], [35.394, 4.528, -7.061], [33.970, 5.320, -7.763], [25.402, -1.547, 0.701], [26.216, -1.101, -0.517], [25.274, 0.045, -0.964], [24.779, 0.620, 0.294], [25.005, -0.265, 1.409], [26.003, -2.101, 1.422], [24.435, -2.026, 0.543], [26.325, -1.880, -1.271], [27.192, -0.769, -0.160], [24.408, -0.416, -1.439], [25.726, 0.758, -1.654], [24.204, -0.159, 2.141], [25.961, 0.128, 1.752], [30.984, -5.623, -1.324], [29.727, -5.025, -0.740], [29.756, -3.577, -1.185], [31.151, -3.330, -0.954], [31.991, -4.397, -1.359], [30.898, -5.845, -2.387], [31.292, -6.555, -0.849], [29.700, -5.120, 0.345], [28.827, -5.464, -1.172], [29.206, -2.773, -0.696], [29.461, -3.420, -2.222], [32.854, -4.503, -0.702], [32.479, -4.157, -2.304], [29.650, 1.475, -1.798], [29.677, -0.080, -1.983], [30.863, -0.245, -3.033], [30.564, 0.787, -3.953], [30.233, 1.987, -3.129], [30.285, 1.909, -1.025], [28.657, 1.806, -1.494], [28.771, -0.356, -2.521], [29.852, -0.678, -1.088], [30.910, -1.267, -3.410], [31.849, -0.219, -2.569], [29.484, 2.687, -3.499], [31.175, 2.527, -3.033], [27.707, 4.446, -7.360], [29.187, 4.104, -7.136], [30.016, 5.377, -7.331], [29.010, 6.359, -7.627], [27.683, 5.951, -7.174], [27.055, 3.896, -6.682], [27.405, 4.306, -8.397], [29.642, 3.362, -7.792], [29.445, 3.684, -6.164], [30.850, 5.199, -8.009], [30.551, 5.644, -6.420], [26.822, 6.294, -7.747], [27.541, 6.159, -6.113], [34.489, -2.202, -3.488], [34.351, -1.265, -2.312], [35.822, -1.361, -1.761], [36.124, -2.734, -1.907], [35.593, -3.162, -3.179], [34.838, -1.647, -4.359], [33.570, -2.712, -3.774], [33.657, -1.528, -1.514], [34.153, -0.256, -2.674], [35.882, -1.121, -0.699], [36.579, -0.840, -2.347], [35.167, -4.160, -3.075], [36.459, -3.211, -3.840], [28.227, 2.925, 1.345], [28.900, 4.172, 1.090], [28.330, 5.138, 1.920], [29.020, 6.457, 1.487], [30.472, 6.322, 1.680], [31.336, 7.314, 1.201], [27.151, 2.961, 1.171], [28.417, 2.498, 2.329], [28.594, 2.122, 0.706], [28.449, 4.948, 2.986], [27.266, 5.309, 1.760], [28.705, 7.266, 2.146], [28.693, 6.704, 0.477], [32.354, 6.924, 1.175], [31.068, 8.182, 1.804], [31.184, 7.605, 0.162], [34.026, 4.429, -2.757], [33.106, 4.377, -1.610], [33.596, 4.035, -0.379], [33.822, 2.442, -0.206], [34.948, 2.036, -0.957], [36.206, 2.062, -0.233], [33.466, 4.867, -3.584], [34.375, 3.444, -3.065], [34.922, 5.027, -2.590], [32.850, 4.232, 0.391], [34.460, 4.565, 0.020], [32.890, 2.025, -0.588], [33.805, 2.138, 0.841], [37.003, 1.682, -0.872], [36.161, 1.347, 0.588], [36.428, 3.033, 0.211], [31.630, 2.267, 3.111], [31.970, 0.918, 3.034], [31.099, 0.260, 2.089], [31.281, -1.273, 1.927], [30.641, -1.950, 3.009], [31.241, -3.217, 3.372], [31.344, 2.640, 2.128], [32.382, 2.946, 3.513], [30.830, 2.396, 3.840], [31.161, 0.642, 1.070], [30.053, 0.438, 2.337], [32.349, -1.477, 1.854], [30.835, -1.608, 0.991], [32.235, -3.239, 2.925], [30.573, -3.975, 2.962], [31.311, -3.328, 4.454], [26.486, 3.970, -1.667], [27.766, 4.570, -1.447], [25.950, 4.081, -0.725], [25.983, 4.522, -2.460], [26.690, 2.953, -2.001], [28.250, 4.294, -0.665]],
  "forces_ev_per_angstrom": [[1.4, -0.6, -1.3], [-0.4, -0.7, 0.9], [-1.8, 0.5, 0.2], [-0.4, 1.4, -0.2], [0.0, -1.5, 0.9], [0.1, 0.0, -0.1], [-0.3, -0.5, -0.1], [0.2, 0.4, -0.2], [0.3, 0.4, 0.2], [0.5, 0.2, 0.6], [0.7, 0.4, -0.4], [-0.2, -0.2, -0.3], [-0.1, 0.1, -0.1], [1.6, -0.6, 1.3], [-1.0, -0.3, 0.1], [0.8, -1.8, -0.1], [0.2, 3.0, -0.6], [-1.6, 0.8, -0.1], [-0.1, 0.3, 0.5], [-0.1, -0.1, -0.1], [-0.7, -0.6, -0.6], [0.3, -0.9, -0.4], [0.7, 0.5, 0.5], [-0.6, -0.1, -0.5], [0.2, -0.5, -0.5], [0.2, 0.4, 0.5], [-0.5, -0.7, 1.9], [-1.5, 0.4, 0.4], [0.0, -0.9, 1.3], [-0.5, 1.0, -1.5], [2.4, 1.3, -2.1], [-0.1, -0.6, -0.2], [0.4, -0.7, -0.8], [0.0, 0.1, 0.0], [0.1, 0.2, -0.2], [0.0, 0.1, -0.4], [-0.1, 0.4, 0.5], [0.0, -0.5, -0.3], [-0.1, 0.1, 1.3], [1.3, 0.6, -1.3], [-1.8, -0.1, -0.4], [1.7, -0.2, 0.2], [0.7, 2.0, -0.1], [-0.8, -0.7, 0.9], [-0.7, -0.4, 0.0], [0.3, 0.3, 0.2], [0.0, 0.1, 0.0], [-0.1, -0.5, 0.3], [0.0, -0.5, 0.8], [0.3, -0.4, -0.5], [-0.3, 0.2, 0.6], [-0.5, -0.3, -0.6], [0.7, -0.8, 0.3], [1.8, 0.7, -0.7], [-1.5, -0.2, 1.7], [-0.3, 1.0, 0.2], [-0.1, -0.8, 0.0], [0.3, -0.6, 0.4], [-0.2, 0.2, -0.7], [-0.1, -0.3, 0.2], [-0.2, 0.1, 0.1], [-0.7, 0.2, -1.0], [0.2, 1.0, 0.3], [0.2, -0.4, -1.2], [-0.1, 0.1, 0.4], [0.8, -0.2, -0.2], [1.3, -1.1, 0.1], [-1.4, -0.3, 1.4], [-0.5, 1.1, -0.8], [1.2, -1.3, 0.5], [-0.1, 0.1, -0.1], [0.1, -0.6, 0.0], [-0.7, -0.3, -0.4], [-0.6, 0.1, 0.4], [-0.6, 0.7, -1.0], [-0.3, 0.2, 0.4], [0.7, 1.0, -0.2], [0.1, 0.5, 0.1], [-0.5, 0.3, -1.5], [1.9, 0.9, 0.3], [-1.1, -0.6, 0.0], [-0.2, -0.9, 0.2], [0.6, -0.7, 1.6], [-0.4, 0.4, -0.1], [0.0, 0.0, 0.0], [-0.1, -0.3, -0.2], [-0.2, 0.1, 0.3], [0.2, 0.1, -0.1], [-0.2, 0.8, 0.0], [0.4, -0.2, 0.2], [-0.3, 0.2, -0.6], [0.4, -0.8, -0.3], [-1.1, -2.1, 0.4], [1.1, 2.4, -0.4], [1.3, -0.1, 1.2], [-1.6, -1.7, -0.6], [-1.2, 0.5, -0.4], [-0.2, 0.4, 0.1], [0.0, 0.6, 0.5], [0.3, 0.4, -0.5], [0.4, -0.3, 0.1], [-0.3, -0.3, -0.3], [-0.3, 0.2, 0.1], [0.5, -0.1, -0.3], [0.0, 0.2, 0.9], [1.2, 0.6, 0.1], [-0.5, -0.1, -0.3], [-0.6, -0.2, 0.6], [0.6, 0.6, -1.8], [0.3, -2.7, 2.1], [-0.3, 2.5, -0.6], [0.9, -0.5, 0.4], [-1.2, -0.6, 0.1], [0.0, 0.0, 0.2], [-0.2, -0.2, 0.3], [-0.1, 0.2, 0.4], [-0.6, 0.3, -0.3], [0.6, 0.3, -0.7], [0.2, -0.4, -0.6], [0.6, 0.1, 0.3], [-0.2, 0.5, -0.3], [-0.2, -0.1, 0.3], [0.1, 0.2, -0.3], [-0.7, 0.8, 0.3], [0.1, -1.3, -1.1], [-0.3, -1.0, 0.0], [-0.2, 1.0, 1.0], [0.8, -0.1, 0.4], [-0.6, 1.1, -0.8], [-0.2, 0.3, 0.0], [0.8, -0.6, -0.2], [-0.6, 0.0, -0.2], [0.7, 0.6, -0.2], [-0.2, 0.0, 0.5], [0.2, -0.2, 0.2], [-0.1, 0.2, -0.2], [0.0, -0.5, 0.1], [0.4, -0.4, 0.0], [-0.1, 0.2, 0.0], [1.5, 0.4, 0.7], [0.0, 0.9, -1.3], [-0.6, -0.6, -0.2], [0.1, 0.0, 0.1], [-0.7, -0.3, 0.2], [-0.3, -0.3, 0.4]],
  "homo_lumo_gap_ev": 9.5,
  "de_lowest_kj_mol": 249.3,
  "multiplicity": 1,
  "smiles": "C1CCOC1.C1CCOC1.C1CCOC1.C1CCOC1.C1CCOC1.C1CCOC1.C1CCOC1.COCCOC.COCCOC.COCCOC.CO",
  "total_energy_ha": -2669.0985
}